{"formula": "C3H8O2", "method": "the ωB97M-V functional and the def2-TZVPD basis", "species": ["O", "C", "O", "H", "H", "C", "C", "H", "H", "H", "H", "H", "H"], "xyz": [[2.563, -0.585, 0.324], [2.669, -1.086, -0.757], [3.224, -2.284, -0.995], [2.359, -0.626, -1.697], [3.728, -2.569, -0.220], [-2.063, 0.160, 0.513], [-1.547, 1.584, 0.307], [-1.845, -0.201, 1.516], [-1.618, -0.475, -0.244], [-3.145, 0.145, 0.427], [-1.742, 1.961, -0.697], [-2.091, 2.278, 0.961], [-0.493, 1.698, 0.563]], "forces_ev_per_angstrom": [[0.1, 0.0, -0.1], [0.2, 0.0, 0.4], [0.3, 0.1, -0.4], [-0.2, 0.0, -0.1], [-0.3, 0.0, 0.2], [0.1, 0.6, -0.1], [-0.5, 0.5, 0.6], [0.3, -0.1, -0.1], [-0.1, -0.4, 0.1], [-0.2, -0.1, -0.2], [0.2, -0.2, -0.1], [0.1, -0.1, 0.0], [0.0, -0.1, -0.2]], "lumo_energy_ev": 0.79, "smiles": "O=CO.CC", "orbital_gap_ev": 11.9, "e_above_lowest_kj_mol": 40.44, "max_force_ev_per_a": 0.9}